# 1
C6H8OS | wB97M-V/def2-TZVPD

```
16
C6H8OS, DFT wB97M-V/def2-TZVPD
C -2.40647 0.77249 0.04455
C -0.78651 -1.16503 -0.05352
C 0.39377 -0.56176 -0.04144
C 1.66130 -1.36160 0.05333
C 2.03257 1.28490 -0.07432
C 0.70888 0.88410 -0.09036
H -3.56093 0.71830 -0.01910
H -2.14863 1.23553 1.04219
H -2.12025 1.40219 -0.80811
H -0.89904 -2.19057 -0.03632
H 1.65984 -2.14968 -0.75982
H 1.88075 -1.89074 0.93984
H 2.50200 2.16963 0.18101
H 0.02559 1.63897 -0.17199
O -2.07310 -0.66128 -0.14074
S 3.13021 -0.12545 -0.06520
```

Output
Energy: -19231.8716 eV
HOMO: -7.379 eV
Lowest unoccupied orbital energy: 0.859 eV
Strongest force on any atom: 0.1012 Eh/bohr
SMILES: CO/C=C1\C=CSC1
ΔE to the lowest compared entry with this formula, charge and spin: 230.8 kJ/mol

***

# 2
C37H49FN2PSTeTi | wB97M-V/def2-TZVPD

```
93
C37H49FN2PSTeTi, DFT wB97M-V/def2-TZVPD
Ti 0.27155 0.37065 0.48011
C 3.69008 -1.67707 2.89799
C 2.18969 -1.67797 3.19480
C 1.78545 -2.97335 3.90078
C 1.77093 -0.45860 3.99219
C 2.45867 -0.15694 5.15874
C 2.12764 0.95409 5.91433
C 1.09878 1.76928 5.49126
C 0.36664 1.50203 4.33335
C -0.69733 2.52876 3.98913
C -0.14923 3.52180 2.96501
C -2.07905 1.99390 3.62198
C 0.71447 0.37068 3.58278
N 0.02338 -0.04260 2.39429
C -0.82712 -1.12757 2.63634
C -1.47906 -1.41230 3.84365
C -2.32457 -2.50563 3.95449
C -2.54635 -3.36421 2.88370
C -1.88772 -3.13263 1.68187
C -1.05597 -2.04682 1.62123
F -0.34581 -1.79018 0.44568
H 3.93149 -2.48882 2.21025
H 4.27765 -1.83211 3.80312
H 4.00135 -0.73811 2.44015
H 1.67325 -1.63825 2.22702
H 2.28686 -3.05616 4.86707
H 2.07618 -3.83587 3.29979
H 0.70968 -3.02460 4.07530
H 3.26800 -0.79839 5.47647
H 2.67051 1.18522 6.82121
H 0.83858 2.64606 6.07335
H -0.84319 3.09297 4.91824
H 0.13385 3.01889 2.03880
H 0.74773 4.00918 3.35050
H -0.89279 4.28741 2.73713
H -2.08501 1.47401 2.66810
H -2.78065 2.82638 3.55017
H -2.45477 1.31138 4.38446
H -1.30206 -0.76907 4.69376
H -2.81642 -2.69165 4.89907
H -3.21097 -4.21018 2.97959
H -1.99192 -3.77839 0.82158
S -1.54098 1.98510 -0.13761
C -0.85281 3.27092 -1.02921
N 0.48033 3.41246 -1.18522
C 1.07276 4.40582 -1.88676
C 0.31836 5.35606 -2.50987
C -1.08087 5.26374 -2.37411
C -1.65857 4.24855 -1.65256
H 1.11392 2.72840 -0.68700
H 2.15212 4.37613 -1.89976
H 0.78842 6.14656 -3.07278
H -1.71236 6.00616 -2.84241
H -2.72975 4.16653 -1.54338
Te 2.60456 1.34128 0.58246
C -1.07161 -0.44613 -5.29844
C -0.72717 0.49805 -4.14546
C -2.03052 1.17422 -3.70618
C 0.22816 1.58827 -4.63743
P 0.03242 -0.35476 -2.63788
C -1.20288 -1.69974 -2.39699
C -2.35742 -1.33396 -1.70048
C -3.38169 -2.23796 -1.46971
C -3.26527 -3.54567 -1.91641
C -2.11887 -3.93252 -2.59278
C -1.10366 -3.01894 -2.83570
C 1.65759 -1.15272 -3.12073
C 1.97025 -2.17840 -2.01953
C 2.75092 -0.07626 -3.02432
C 1.76124 -1.80164 -4.50568
H -1.64858 0.11168 -6.04007
H -1.68867 -1.28120 -4.96498
H -0.19223 -0.84264 -5.79969
H -2.38774 1.79245 -4.53239
H -1.90174 1.80713 -2.83189
H -2.80786 0.44425 -3.48383
H -0.29767 2.22975 -5.34762
H 1.09148 1.17158 -5.15218
H 0.58728 2.21769 -3.82018
H -2.45604 -0.32016 -1.32271
H -4.26029 -1.92096 -0.92426
H -4.05799 -4.25844 -1.73279
H -2.01250 -4.95055 -2.94216
H -0.23088 -3.35581 -3.37301
H 1.95055 -1.71318 -1.02227
H 2.98537 -2.54782 -2.17597
H 1.29606 -3.03326 -2.02115
H 2.74282 0.42039 -2.05308
H 2.67115 0.66865 -3.81012
H 3.72183 -0.56489 -3.13483
H 0.95012 -2.48357 -4.74862
H 2.69562 -2.36648 -4.54621
H 1.81083 -1.04941 -5.29292
```

Output
Multiplicity: 2
Energy: -95396.4342 eV
HOMO (spin up / spin down): -6.640 / -6.788 eV
Lowest unoccupied orbital energy (spin up / spin down): -0.261 / -0.291 eV
Strongest force on any atom: 0.0168 Eh/bohr
ΔE to the lowest compared entry with this formula, charge and spin: 0.0 kJ/mol

***

# 3
C21H35N3O2S | wB97M-V/def2-TZVPD

```
62
C21H35N3O2S, DFT wB97M-V/def2-TZVPD
C 1.87717 5.33075 3.41094
C 1.67325 5.10543 1.93400
O 0.98632 5.82812 1.24398
C 2.36461 3.95040 1.36555
C 2.36596 3.57846 0.04426
C 3.13267 2.42457 -0.21839
C 3.69869 1.93026 0.92310
S 3.32246 2.85508 2.31454
H 4.33006 1.06845 1.02168
C 3.24399 1.76959 -1.56852
N 2.21226 0.78436 -1.84628
C 2.25202 -0.36862 -0.96909
H 1.93271 -0.10868 0.05728
C 1.32647 -1.46648 -1.51950
N -0.04603 -0.99816 -1.67791
C -0.07291 0.24062 -2.42783
C 0.86555 1.32236 -1.87664
H 0.52641 1.63769 -0.87349
H 0.84582 2.19261 -2.53718
H 0.24423 0.00436 -3.44737
H -1.09104 0.61997 -2.48100
C -0.82993 -1.10368 -0.44553
C -1.36918 -2.53835 -0.35080
C -2.20053 -2.72883 0.91412
N -3.31486 -1.80701 0.89980
C -2.82466 -0.44614 0.91493
C -2.03393 -0.16683 -0.36409
H -2.68726 -0.33896 -1.21978
H -1.72000 0.87818 -0.35456
H -3.67226 0.23816 0.96291
H -2.17207 -0.25142 1.78667
C -4.37913 -2.11723 1.84304
C -5.68421 -1.45222 1.40069
H -6.52125 -1.88494 1.94257
H -5.83366 -1.61070 0.33643
H -5.67134 -0.38318 1.59660
C -4.07024 -1.77245 3.30684
H -4.86922 -2.13777 3.94685
H -3.13887 -2.23730 3.62263
H -3.98799 -0.69641 3.44069
H -4.52274 -3.20279 1.77242
H -2.58837 -3.75017 0.94511
H -1.54974 -2.58320 1.79751
H -1.99360 -2.72363 -1.22449
H -0.55045 -3.25822 -0.35868
H -0.19697 -0.90685 0.43903
C 1.84646 -2.01753 -2.85506
H 2.12329 -1.18469 -3.50381
H 1.03416 -2.57217 -3.32578
C 3.05246 -2.94661 -2.70718
O 4.24414 -2.28043 -2.35697
H 4.39791 -1.58340 -3.00550
H 3.19914 -3.49418 -3.65048
H 2.88300 -3.67668 -1.91216
H 1.31747 -2.28970 -0.79890
H 3.27198 -0.75157 -0.92203
H 4.20960 1.26178 -1.64967
H 3.18362 2.53566 -2.34706
H 1.83235 4.13695 -0.70399
H 1.31547 6.20451 3.72957
H 2.93510 5.48139 3.61689
H 1.54561 4.45750 3.96908
```

Output
Energy: -41745.2113 eV
HOMO: -7.959 eV
Lowest unoccupied orbital energy: 0.115 eV
Strongest force on any atom: 0.0164 Eh/bohr
SMILES: CC(=O)c1cc(CN2CCN(C3CCN(C(C)C)CC3)[C@@H](CCO)C2)cs1
ΔE to the lowest compared entry with this formula, charge and spin: 2.2 kJ/mol

***

# 4
C13H33BrInN2O5P2 | wB97M-V/def2-TZVPD

```
57
C13H33BrInN2O5P2, DFT wB97M-V/def2-TZVPD
C 3.34893 0.36511 0.17278
C 2.16769 1.16872 0.75239
C 2.52576 1.76673 2.10981
C 1.64620 2.25838 -0.20758
C 0.36257 1.88492 -0.95726
In -1.46331 1.52979 0.23704
C -3.11874 0.99633 -1.11628
C -4.34440 0.32472 -0.48327
C -4.70525 0.90479 0.88653
C -5.84495 0.19818 1.65460
N -6.26293 -1.07867 1.05397
P -2.17784 3.74837 1.36131
N -0.64987 4.62071 1.58475
O -2.57171 3.41566 2.96671
P -1.02832 -0.27831 2.10000
O -2.14736 0.12483 3.30906
Br -2.18427 -2.07874 1.32547
H 3.66600 0.75372 -0.79926
H 4.22275 0.39542 0.83166
H 3.10857 -0.68782 0.02869
H 1.34674 0.46596 0.92126
H 2.88414 1.00739 2.81191
H 3.31594 2.51970 2.00447
H 1.66040 2.26367 2.55969
H 1.45786 3.17943 0.35400
H 2.45566 2.49682 -0.91420
H 0.08194 2.71412 -1.61908
H 0.53626 1.01982 -1.61250
H -2.67796 0.32838 -1.86549
H -3.41671 1.90703 -1.65097
H -5.22542 0.40904 -1.13276
H -4.15918 -0.74611 -0.38397
H -3.81371 0.89610 1.52089
H -4.96127 1.96242 0.75021
H -5.51106 0.06818 2.69263
H -6.73510 0.83263 1.69716
H -5.61607 -1.81855 1.30314
H -7.17770 -1.34506 1.39704
H -0.74665 5.55885 1.21031
H -0.43059 4.73544 2.56893
H -1.93596 2.81589 3.37613
H -1.65188 0.34106 4.11137
C 2.39108 -5.36332 -1.87818
C 2.16559 -3.89162 -1.61661
O 3.41544 -3.18621 -1.46791
C 4.03804 -2.87085 -2.59561
O 3.66541 -3.11318 -3.71675
O 5.17560 -2.24302 -2.28387
C 5.94177 -1.81615 -3.41129
H 3.00811 -5.79934 -1.09167
H 1.43020 -5.87951 -1.88838
H 2.87769 -5.51592 -2.84057
H 1.65682 -3.72549 -0.66937
H 1.58700 -3.42422 -2.41203
H 5.33373 -1.20982 -4.08009
H 6.32616 -2.67537 -3.96026
H 6.75816 -1.23100 -2.99867
```

Output
Energy: -121030.0955 eV
HOMO: -3.482 eV
Lowest unoccupied orbital energy: 2.490 eV
Strongest force on any atom: 0.0121 Eh/bohr
ΔE to the lowest compared entry with this formula, charge and spin: 0.0 kJ/mol
Charge: -1

***

# 5
C16H29ClN4O | wB97M-V/def2-TZVPD

```
51
C16H29ClN4O, DFT wB97M-V/def2-TZVPD
C -3.06056 -2.60803 -0.26648
C -3.69852 -1.26980 -0.18309
N -4.80651 -0.96466 -0.83652
N -5.10582 0.29758 -0.52879
C -4.18750 0.80894 0.32180
C -3.25319 -0.17154 0.58538
C -2.02517 -0.10191 1.42747
N -0.84103 -0.10789 0.58246
C 0.36205 -0.45911 1.30921
H 0.60859 0.30309 2.07385
C 1.53906 -0.60964 0.33262
N 1.74576 0.58602 -0.47586
C 0.50603 1.00652 -1.09765
C -0.65225 1.15238 -0.10740
H -0.43977 1.97398 0.60470
H -1.56788 1.39844 -0.64991
H 0.23227 0.25081 -1.83816
H 0.67414 1.95042 -1.62038
C 2.48507 1.63535 0.20521
H 2.24561 1.69388 1.27812
C 3.99825 1.42893 0.03952
C 4.76641 2.47478 0.84234
H 5.83823 2.32996 0.72811
H 4.52224 2.40727 1.90064
H 4.51741 3.47616 0.49643
C 4.37260 1.49030 -1.43756
H 4.20160 2.49065 -1.82980
H 3.75940 0.78948 -1.99708
H 5.42086 1.23845 -1.58058
H 4.25636 0.43527 0.41990
H 2.22004 2.59606 -0.24305
C 1.33222 -1.82238 -0.58597
H 0.28037 -1.88310 -0.86223
H 1.93083 -1.67540 -1.48568
C 1.74488 -3.14720 0.04798
O 0.83391 -3.50363 1.06892
H 1.07937 -4.36482 1.42156
H 1.75366 -3.92476 -0.73005
H 2.76190 -3.06410 0.45993
H 2.45159 -0.76953 0.91621
H 0.20311 -1.41409 1.81040
H -2.06680 0.79278 2.07513
H -1.98152 -0.98793 2.06698
Cl -4.30801 2.41465 0.89339
C -6.26262 0.94649 -1.07204
H -5.97328 1.82803 -1.64727
H -6.75942 0.23048 -1.72206
H -6.94142 1.25196 -0.27349
H -3.36264 -3.21959 0.58363
H -1.97947 -2.50202 -0.24159
H -3.37046 -3.10796 -1.17922
```

Output
Energy: -37592.6004 eV
HOMO: -7.943 eV
Lowest unoccupied orbital energy: 0.709 eV
Strongest force on any atom: 0.0157 Eh/bohr
SMILES: Cc1nn(C)c(Cl)c1CN1CCN(CC(C)C)[C@H](CCO)C1
ΔE to the lowest compared entry with this formula, charge and spin: 0.0 kJ/mol